Molecular formula: C19H38O7
Method: DFT, the ωB97M-V functional and the def2-TZVPD basis

Atoms and positions in Å:
1 C 3.8794 1.0066 3.0586
2 C 3.2331 2.0072 2.0952
3 O 2.0650 2.6367 2.5990
4 C 1.4390 3.5159 1.9473
5 C 0.0748 3.8256 2.5664
6 O 1.6635 3.9804 0.7865
7 H 4.8557 0.5264 2.6481
8 H 3.0952 0.2459 3.0279
9 H 3.9413 1.5891 4.0122
10 H 3.6761 3.0585 1.7576
11 H 2.9576 1.2022 1.2214
12 H 0.1092 3.9071 3.7486
13 H -0.6161 3.0785 2.2872
14 H -0.3644 4.6486 2.2366
15 C 0.0563 0.3011 -0.8864
16 C -0.6546 1.0797 -1.9821
17 C 0.2372 2.0065 -2.8809
18 O -1.9440 0.9381 -2.2181
19 H -0.1746 -0.8328 -0.9258
20 H -0.2501 0.8013 -0.0766
21 H 1.2215 0.2976 -0.6017
22 H 0.7062 2.6872 -2.0984
23 H -0.3685 2.3892 -3.5981
24 H 1.0169 1.5245 -3.3550
25 C -5.2158 2.3038 0.1964
26 C -4.5318 1.0462 0.3274
27 C -3.0498 0.9781 0.8123
28 O -5.2005 -0.1040 -0.0885
29 H -6.0040 2.3604 -0.6495
30 H -4.6009 3.1768 0.0180
31 H -5.9575 2.4018 1.0005
32 H -2.4974 1.7610 0.2207
33 H -2.5455 0.0637 0.4398
34 H -3.1729 0.9854 1.8285
35 C 0.7223 -4.0672 1.7727
36 C -0.1421 -2.8754 1.7623
37 C -0.0152 -1.7878 2.9834
38 O -1.0459 -2.6540 0.8058
39 H 1.7928 -3.7043 1.3425
40 H 0.3265 -4.8746 1.1444
41 H 0.9272 -4.3176 2.7624
42 H -0.1340 -2.2415 3.9425
43 H -0.8095 -1.1660 2.8647
44 H 0.7158 -0.9890 2.8570
45 C 4.8332 -0.6595 -0.3056
46 C 3.7240 -0.4900 -1.2958
47 C 2.7793 -1.6657 -1.7295
48 O 3.6947 0.6442 -1.8906
49 H 4.5011 -1.2914 0.5035
50 H 5.2324 0.3826 -0.0471
51 H 5.5767 -1.2225 -0.8455
52 H 3.3399 -2.4716 -2.2165
53 H 1.9386 -1.3907 -2.2976
54 H 2.6202 -2.1180 -0.8023
55 C -3.3058 -2.5148 -1.8992
56 C -2.8209 -2.8812 -3.3514
57 C -2.1979 -1.7315 -4.0899
58 O -3.0399 -4.0335 -3.8517
59 H -2.6065 -2.5115 -1.2173
60 H -3.9861 -3.0812 -1.4349
61 H -3.5713 -1.4774 -2.0115
62 H -1.4152 -1.2082 -3.7090
63 H -2.9665 -0.9680 -4.1081
64 H -1.7477 -2.0263 -5.1133

## Properties
highest occupied orbital energy	-0.3256	hartree
strongest force on any atom	9.12	eV/Å
frontier orbital gap	0.32463	hartree
SMILES	CCOC(C)=O.CC(C)=O.CC(C)=O.CC(C)=O.CC(C)=O.CC(C)=O

Molecular formula: C6H10S
Method: DFT, the ωB97M-V functional and the def2-TZVPD basis

Atoms and positions in Å:
1 S -3.5888 0.2897 0.1433
2 C -2.1799 -0.4434 -0.6235
3 C -1.4455 -1.6232 -0.1177
4 C -0.7184 -0.3497 -0.1661
5 H -3.2867 -0.2199 1.3928
6 H -2.2809 -0.6536 -1.6914
7 H -1.5745 -2.1107 0.8730
8 H -1.1310 -2.2706 -0.9580
9 H -0.6624 0.3013 0.7482
10 H -0.0746 -0.2313 -0.9056
11 C 2.2630 -1.0363 1.0109
12 C 2.1385 0.0777 0.6544
13 C 2.2719 1.4698 0.0477
14 H 2.3625 -1.9878 1.5385
15 H 3.2351 1.8134 0.3931
16 H 1.3879 2.0850 0.4822
17 H 2.1536 1.4494 -0.9629

## Properties
highest occupied orbital energy	-0.3139	hartree
strongest force on any atom	5.42	eV/Å
frontier orbital gap	0.34839	hartree
SMILES	SC1CC1.C#CC

Molecular formula: C11H17B2N7V
Method: DFT, the ωB97M-V functional and the def2-TZVPD basis

Atoms and positions in Å:
1 H -0.5435 -0.7949 -2.9665
2 N 0.4949 0.5090 -1.6521
3 B 2.0275 2.2932 -0.6500
4 N 1.4492 1.5123 -1.8672
5 C 1.7537 1.5694 -3.1739
6 V -0.0362 0.2258 0.2714
7 H 2.4764 2.2932 -3.5283
8 C 0.9703 0.6288 -3.8516
9 H 0.9840 0.4213 -4.9075
10 C 0.1833 0.0008 -2.8761
11 H 2.8189 3.1164 -0.9950
12 C -0.3512 -0.8692 2.1009
13 H -1.3874 -1.2402 2.1305
14 H -0.2766 0.0214 2.7453
15 H 0.3420 -1.6252 2.4885
16 N 2.6949 1.2434 0.2788
17 N 0.8377 2.9387 0.1252
18 N 1.9008 0.1949 0.7529
19 N -0.2202 2.1159 0.5759
20 C 3.9592 1.0605 0.6963
21 C 0.5649 4.2125 0.4395
22 H 4.7285 1.7703 0.4355
23 H 1.2624 4.9982 0.1610
24 C 4.0064 -0.0952 1.4820
25 C -0.6677 4.2656 1.0974
26 C 2.7022 -0.6032 1.4989
27 C -1.1357 2.9430 1.1586
28 H 4.8511 -0.5260 1.9817
29 H -1.1601 5.1404 1.4884
30 H 2.2926 -1.4724 1.9900
31 H -2.0393 2.5283 1.5874
32 H 0.1627 -2.5152 0.7635
33 B -2.9029 -2.4929 -0.4144
34 C -1.4718 -2.2450 -0.2666
35 N -0.2946 -2.0749 -0.0645
36 H -3.0386 -3.6930 -0.4959
37 H -3.1607 -1.8856 -1.4205
38 H -3.3661 -2.0197 0.6094

## Properties
highest occupied orbital energy (alpha / beta)	-0.2260 / -0.2789	hartree
strongest force on any atom	3.84	eV/Å
frontier orbital gap (alpha / beta)	0.21454 / 0.26736	hartree
expectation value of S²	3.7693
multiplicity	4

Molecular formula: C6H10O
Method: DFT, the ωB97M-V functional and the def2-TZVPD basis

Atoms and positions in Å:
1 C -2.1485 -0.2800 0.0485
2 C -1.0993 0.7593 -0.2701
3 C -0.0557 1.1716 0.7285
4 C 0.3399 0.3704 -0.4839
5 C 0.9695 -1.0060 -0.3410
6 C 2.3846 -0.6268 0.0632
7 O 3.1663 -0.0599 -0.6624
8 H -3.1444 0.1660 0.1384
9 H -1.9342 -0.8028 0.9868
10 H -2.1865 -1.0236 -0.7541
11 H -1.4373 1.5502 -0.9391
12 H 0.2673 2.2060 0.7828
13 H -0.0742 0.6538 1.6864
14 H 0.8606 0.9201 -1.2631
15 H 0.9381 -1.5582 -1.2901
16 H 0.5235 -1.6352 0.4387
17 H 2.6302 -0.8049 1.1305

## Properties
highest occupied orbital energy	-0.3523	hartree
strongest force on any atom	0.60	eV/Å
frontier orbital gap	0.39172	hartree
SMILES	C[C@H]1C[C@H]1CC=O

Molecular formula: C64H55AsBrN8O4PSSe2Ti
Method: DFT, the ωB97M-V functional and the def2-TZVPD basis

Atoms and positions in Å:
1 Ti 0.6000 -1.0184 1.8869
2 Se 0.6003 0.8499 6.3581
3 Se 1.2791 0.5841 3.6189
4 C 3.1085 0.1162 4.0773
5 C 3.8117 0.9261 4.9669
6 C 5.0918 0.5474 5.3308
7 C 5.6343 -0.6065 4.7874
8 C 4.8711 -1.3207 3.8803
9 N 3.6324 -0.9727 3.5360
10 C -0.9954 1.7093 5.7455
11 C -1.7798 2.4308 6.6525
12 C -2.9133 3.0698 6.1922
13 C -3.2357 2.9927 4.8427
14 C -2.4114 2.2463 4.0233
15 N -1.3281 1.6017 4.4619
16 H 3.3443 1.8162 5.3663
17 H 5.6555 1.1462 6.0351
18 H 6.6237 -0.9469 5.0619
19 H 5.2510 -2.2235 3.4127
20 H -1.4839 2.4766 7.6924
21 H -3.5367 3.6339 6.8747
22 H -4.0997 3.4995 4.4346
23 H -2.6133 2.1517 2.9604
24 S 2.3619 -0.4159 0.5061
25 C 2.3294 -2.1593 0.0530
26 N 2.7282 -2.5851 -1.1426
27 N 3.2833 -1.7092 -1.9482
28 C 3.7897 -2.0915 -3.1873
29 C 4.5772 -1.1966 -3.9095
30 C 5.0828 -1.5628 -5.1451
31 C 4.8115 -2.8182 -5.6726
32 C 4.0426 -3.7150 -4.9415
33 C 3.5305 -3.3616 -3.7044
34 N 1.9541 -3.0720 0.9352
35 N 1.5686 -2.6254 2.1452
36 C 1.6043 -3.6009 3.1699
37 C 1.4972 -3.1846 4.4956
38 C 1.5534 -4.1091 5.5257
39 C 1.7009 -5.4618 5.2473
40 C 1.8000 -5.8795 3.9280
41 C 1.7619 -4.9585 2.8920
42 H 3.4101 -0.7540 -1.6222
43 H 4.7991 -0.2225 -3.4891
44 H 5.7029 -0.8669 -5.6958
45 H 5.2023 -3.0982 -6.6422
46 H 3.8469 -4.7025 -5.3400
47 H 2.9386 -4.0476 -3.1156
48 H 1.3903 -2.1300 4.7167
49 H 1.4891 -3.7638 6.5504
50 H 1.7499 -6.1848 6.0518
51 H 1.9101 -6.9318 3.6968
52 H 1.8519 -5.2672 1.8600
53 C -1.5521 -2.0264 4.4271
54 O -0.9593 -2.3408 3.1640
55 C -1.3964 -3.4533 2.5170
56 C -1.9384 -4.5449 3.1648
57 C -2.3578 -5.6380 2.4208
58 Br -3.0370 -7.1605 3.3201
59 C -2.3002 -5.6418 1.0472
60 C -1.7587 -4.5366 0.3870
61 C -1.2775 -3.4543 1.1238
62 O -0.7216 -2.3764 0.5116
63 C -1.7714 -4.4230 -1.0692
64 N -1.6124 -3.2737 -1.6829
65 C -1.7965 -3.5185 -3.0325
66 C -1.8098 -2.6444 -4.1164
67 C -2.0322 -3.1884 -5.3667
68 C -2.2322 -4.5644 -5.5463
69 C -2.2452 -5.4379 -4.4753
70 C -2.0383 -4.8855 -3.2167
71 N -2.0197 -5.4340 -1.9453
72 H -1.1441 -2.6585 5.2161
73 H -2.6345 -2.1304 4.3651
74 H -1.2997 -0.9874 4.6239
75 H -2.0350 -4.5543 4.2407
76 H -2.7049 -6.4808 0.4980
77 H -0.9586 -2.4516 -0.4755
78 H -1.6712 -1.5805 -3.9739
79 H -2.0483 -2.5368 -6.2312
80 H -2.3935 -4.9483 -6.5450
81 H -2.4088 -6.4996 -4.6085
82 H -2.1347 -6.4051 -1.7178
83 C -1.2327 2.8797 -1.0190
84 C -2.3155 3.5401 -0.1835
85 As -3.6736 4.5287 -1.2609
86 C -4.0515 3.1234 -2.5832
87 C -3.1572 2.6774 -3.5578
88 C -3.5019 1.6464 -4.4206
89 C -4.7576 1.0575 -4.3393
90 C -5.6641 1.5042 -3.3896
91 C -5.3079 2.5243 -2.5164
92 C -2.4330 5.6352 -2.2936
93 C -1.4229 6.3335 -1.6350
94 C -0.5310 7.1277 -2.3422
95 C -0.6340 7.2321 -3.7219
96 C -1.6619 6.5750 -4.3844
97 C -2.5647 5.7981 -3.6716
98 P 0.1993 2.1262 -0.0617
99 C 1.0377 1.6154 -1.6292
100 C 0.4025 0.5964 -2.3459
101 C 0.8953 0.1684 -3.5693
102 C 2.0339 0.7581 -4.1032
103 C 2.7111 1.7186 -3.3685
104 C 2.2332 2.1267 -2.1270
105 C 0.9681 3.7242 0.4384
106 C 0.9300 3.9905 1.8080
107 C 1.3548 5.2141 2.3118
108 C 1.8590 6.1767 1.4506
109 C 1.9159 5.9177 0.0871
110 C 1.4493 4.7136 -0.4212
111 H -0.7955 3.6053 -1.7088
112 H -1.6613 2.0683 -1.6046
113 H -1.8887 4.2504 0.5294
114 H -2.8741 2.7981 0.3911
115 H -2.1839 3.1394 -3.6592
116 H -2.7862 1.3094 -5.1612
117 H -5.0324 0.2607 -5.0195
118 H -6.6505 1.0615 -3.3315
119 H -6.0165 2.8667 -1.7703
120 H -1.3217 6.2538 -0.5576
121 H 0.2480 7.6609 -1.8117
122 H 0.0794 7.8261 -4.2793
123 H -1.7592 6.6661 -5.4591
124 H -3.3756 5.3063 -4.1945
125 H -0.4824 0.1221 -1.9292
126 H 0.3986 -0.6274 -4.1108
127 H 2.4003 0.4538 -5.0753
128 H 3.6183 2.1608 -3.7646
129 H 2.8063 2.8299 -1.5385
130 H 0.5551 3.2334 2.4866
131 H 1.2848 5.4088 3.3749
132 H 2.1936 7.1327 1.8340
133 H 2.3107 6.6666 -0.5894
134 H 1.4544 4.5575 -1.4923
135 O -2.9961 -0.9169 1.9446
136 C -2.2092 -0.1369 1.4659
137 O -0.9324 -0.0333 1.7339
138 H -2.5500 0.5888 0.7066

## Properties
highest occupied orbital energy (alpha / beta)	-0.2418 / -0.2727	hartree
strongest force on any atom	1.46	eV/Å
frontier orbital gap (alpha / beta)	0.22235 / 0.23047	hartree
expectation value of S²	2.0773
multiplicity	3